[1]
DFT (wB97M-V/def2-TZVPD) results for a 2-piece molecular cluster, C4H12 overall in a non-equilibrium geometry.

Geometry (Å):
C 0.716 2.745 -0.234
C 0.959 1.551 0.582
H 1.512 3.095 -0.791
H -0.021 2.525 -1.031
H 0.149 3.649 0.218
H 1.840 1.146 0.190
H 1.193 1.473 1.735
H 0.084 0.867 0.794
C -0.410 -2.432 0.234
C -1.287 -1.665 -0.675
H 0.181 -3.255 -0.143
H 0.440 -1.896 0.642
H -2.314 -1.756 -0.243
H -1.503 -2.386 -1.487
H -0.613 -0.743 -0.938
H -0.928 -2.921 1.146

Summary:
* SMILES string: CC.CC
* ΔE to the lowest compared entry with this formula, charge and spin: 208.8 kJ/mol
* highest occupied orbital energy: -10.6 eV
* total energy: -4340.3645 eV

[2]
DFT (wB97M-V/def2-TZVPD) results for a 2-piece molecular cluster, C4H12 overall in a non-equilibrium geometry.

Geometry (Å):
C 1.823 0.915 -0.997
C 2.107 -0.638 -0.982
H 1.146 1.069 -1.832
H 1.269 1.158 -0.091
H 2.780 1.414 -1.013
H 2.808 -0.787 -1.803
H 1.218 -1.220 -1.187
H 2.676 -0.809 -0.078
C -2.429 -0.654 0.661
C -1.507 0.379 1.328
H -3.466 -0.494 0.955
H -2.415 -0.534 -0.422
H -2.219 -1.699 0.893
H -2.086 0.950 2.054
H -0.696 -0.021 1.943
H -1.008 0.971 0.571

Summary:
* SMILES string: CC.CC
* ΔE to the lowest compared entry with this formula, charge and spin: 43.1 kJ/mol
* highest occupied orbital energy: -11.7 eV
* total energy: -4342.0812 eV

[3]
DFT (wB97M-V/def2-TZVPD) results for a 2-piece molecular cluster, C4H12 overall in a non-equilibrium geometry.

Geometry (Å):
C 1.133 1.948 -0.558
C 1.790 0.808 0.246
H 1.242 2.889 -0.014
H 1.619 2.122 -1.517
H 0.072 1.786 -0.738
H 2.166 1.179 1.195
H 1.056 0.040 0.490
H 2.568 0.343 -0.356
C -1.679 -0.791 0.574
C -1.236 -1.974 -0.261
H -1.193 -0.766 1.556
H -1.480 0.215 0.194
H -2.749 -0.763 0.794
H -0.188 -1.893 -0.559
H -1.792 -2.007 -1.199
H -1.338 -2.931 0.246

Summary:
* SMILES string: CC.CC
* ΔE to the lowest compared entry with this formula, charge and spin: 18.8 kJ/mol
* highest occupied orbital energy: -11.8 eV
* total energy: -4342.3338 eV

[4]
DFT (wB97M-V/def2-TZVPD) results for a 2-piece molecular cluster, C4H12 overall in a non-equilibrium geometry.

Geometry (Å):
C 0.133 1.538 -2.235
C -0.810 0.482 -1.639
H 0.046 2.518 -1.761
H 1.198 1.340 -2.072
H 0.004 1.575 -3.316
H -0.264 -0.458 -1.642
H -1.761 0.347 -2.150
H -1.095 0.777 -0.629
C -0.397 -0.884 1.855
C 1.085 -1.116 1.981
H -0.892 -1.204 0.937
H -0.963 -1.398 2.641
H -0.712 0.159 1.972
H 1.273 -2.185 2.128
H 1.498 -0.609 2.850
H 1.656 -0.884 1.083

Summary:
* SMILES string: CC.CC
* ΔE to the lowest compared entry with this formula, charge and spin: 26.0 kJ/mol
* highest occupied orbital energy: -11.6 eV
* total energy: -4342.2588 eV

[5]
DFT (wB97M-V/def2-TZVPD) results for a 2-piece molecular cluster, C4H12 overall in a non-equilibrium geometry.

Geometry (Å):
C -2.376 0.371 -0.061
C -1.909 -0.829 -0.860
H -3.241 0.135 0.558
H -1.611 0.765 0.608
H -2.657 1.209 -0.703
H -0.888 -0.763 -1.238
H -2.541 -0.993 -1.734
H -1.933 -1.724 -0.236
C 1.472 0.538 0.286
C 2.806 -0.103 0.638
H 0.693 -0.167 0.559
H 1.335 1.493 0.785
H 1.444 0.728 -0.787
H 2.816 -0.509 1.649
H 3.179 -0.827 -0.078
H 3.618 0.633 0.657

Summary:
* SMILES string: CC.CC
* ΔE to the lowest compared entry with this formula, charge and spin: 12.0 kJ/mol
* highest occupied orbital energy: -11.7 eV
* total energy: -4342.4040 eV

[6]
DFT (wB97M-V/def2-TZVPD) results for a 2-piece molecular cluster, C4H12 overall in a non-equilibrium geometry.

Geometry (Å):
C 0.405 0.885 -1.800
C 1.719 0.397 -2.336
H 0.570 1.879 -1.386
H -0.405 0.911 -2.534
H 0.029 0.246 -1.002
H 1.805 -0.660 -2.621
H 2.458 0.594 -1.557
H 1.981 0.849 -3.291
C -1.173 -0.916 2.774
C -0.901 -0.382 1.368
H -0.596 -1.761 3.140
H -1.170 -0.167 3.566
H -2.206 -1.278 2.748
H -0.827 0.707 1.322
H 0.034 -0.720 0.925
H -1.723 -0.584 0.684

Summary:
* SMILES string: CC.CC
* ΔE to the lowest compared entry with this formula, charge and spin: 35.7 kJ/mol
* highest occupied orbital energy: -11.5 eV
* total energy: -4342.1579 eV

[7]
DFT (wB97M-V/def2-TZVPD) results for a 2-piece molecular cluster, C4H12 overall in a non-equilibrium geometry.

Geometry (Å):
C 0.678 -0.393 -1.967
C 0.029 -1.753 -1.637
H -0.124 0.229 -2.353
H 1.087 -0.053 -1.015
H 1.411 -0.468 -2.828
H 0.705 -2.615 -1.776
H -0.628 -2.003 -2.459
H -0.475 -1.660 -0.597
C -0.911 1.336 1.385
C 0.243 0.918 2.331
H -0.837 0.644 0.494
H -1.803 1.138 1.929
H -1.010 2.283 0.802
H 0.999 0.358 1.769
H -0.151 0.288 3.117
H 0.788 1.749 2.805

Summary:
* SMILES string: CC.CC
* ΔE to the lowest compared entry with this formula, charge and spin: 81.5 kJ/mol
* highest occupied orbital energy: -11.4 eV
* total energy: -4341.6835 eV

[8]
DFT (wB97M-V/def2-TZVPD) results for a 2-piece molecular cluster, C4H12 overall in a non-equilibrium geometry.

Geometry (Å):
C 1.330 1.002 1.404
C 0.570 -0.197 1.939
H 0.697 1.856 1.651
H 2.249 1.102 1.977
H 1.446 1.063 0.330
H 0.323 -0.198 3.005
H -0.355 -0.457 1.441
H 1.102 -1.160 1.921
C -0.745 -0.831 -2.283
C -1.175 0.050 -1.096
H -1.459 -1.638 -2.456
H -0.744 -0.219 -3.187
H 0.276 -1.199 -2.203
H -1.179 -0.413 -0.120
H -2.069 0.596 -1.370
H -0.266 0.644 -0.954

Summary:
* SMILES string: CC.CC
* ΔE to the lowest compared entry with this formula, charge and spin: 56.3 kJ/mol
* highest occupied orbital energy: -11.3 eV
* total energy: -4341.9451 eV

[9]
DFT (wB97M-V/def2-TZVPD) results for a 2-piece molecular cluster, C4H12 overall.

Geometry (Å):
C -1.434 -0.460 -0.772
C -2.344 -1.687 -0.795
H -0.861 -0.405 0.153
H -0.646 -0.475 -1.514
H -2.005 0.464 -0.800
H -2.024 -2.434 -0.063
H -2.361 -2.176 -1.766
H -3.355 -1.445 -0.471
C 1.775 1.341 0.080
C 2.015 0.810 1.489
H 1.105 0.709 -0.502
H 1.279 2.316 0.049
H 2.681 1.394 -0.529
H 2.963 1.156 1.896
H 2.033 -0.279 1.539
H 1.216 1.157 2.142

Summary:
* SMILES string: CC.CC
* ΔE to the lowest compared entry with this formula, charge and spin: 20.7 kJ/mol
* highest occupied orbital energy: -11.6 eV
* total energy: -4342.3133 eV

[10]
DFT (wB97M-V/def2-TZVPD) results for a 2-piece molecular cluster, C4H12 overall in a non-equilibrium geometry.

Geometry (Å):
C -0.155 -0.676 1.204
C -0.834 -1.813 1.988
H -0.668 -0.376 0.296
H -0.041 0.192 1.848
H 0.843 -0.931 0.840
H -1.809 -2.041 1.556
H -1.016 -1.489 3.011
H -0.232 -2.717 2.010
C 0.014 1.706 -1.195
C 0.956 0.726 -1.965
H 0.019 2.650 -1.717
H -0.971 1.270 -1.257
H 0.342 1.909 -0.180
H 0.627 -0.302 -1.867
H 1.978 0.800 -1.599
H 0.947 1.094 -2.975

Summary:
* SMILES string: CC.CC
* ΔE to the lowest compared entry with this formula, charge and spin: 31.2 kJ/mol
* highest occupied orbital energy: -11.7 eV
* total energy: -4342.2054 eV

[11]
DFT (wB97M-V/def2-TZVPD) results for a 2-piece molecular cluster, C4H12 overall in a non-equilibrium geometry.

Geometry (Å):
C -1.050 -2.282 1.245
C -1.247 -0.733 1.138
H -1.928 -2.791 0.825
H -0.164 -2.626 0.734
H -1.134 -2.550 2.289
H -1.663 -0.404 0.192
H -1.855 -0.499 1.984
H -0.238 -0.309 1.112
C 0.665 2.161 -1.258
C 1.636 0.985 -1.233
H 0.438 2.382 -2.293
H -0.235 1.899 -0.711
H 2.356 1.065 -0.405
H 2.160 0.590 -2.086
H 1.206 0.072 -0.779
H 1.056 3.040 -0.754

Summary:
* SMILES string: CC.CC
* ΔE to the lowest compared entry with this formula, charge and spin: 65.0 kJ/mol
* highest occupied orbital energy: -11.3 eV
* total energy: -4341.8546 eV

[12]
DFT (wB97M-V/def2-TZVPD) results for a 2-piece molecular cluster, C4H12 overall in a non-equilibrium geometry.

Geometry (Å):
C 1.869 -1.888 -1.165
C 0.385 -1.325 -1.050
H 2.441 -1.982 -2.090
H 2.480 -1.244 -0.628
H 1.848 -2.817 -0.583
H 0.149 -0.812 -2.033
H 0.596 -0.601 -0.364
H -0.376 -1.891 -0.579
C -1.012 2.231 0.586
C -1.291 0.985 1.662
H -0.262 2.785 1.077
H -0.791 1.756 -0.393
H -1.789 2.936 0.365
H -2.376 1.030 2.020
H -0.361 0.723 2.141
H -1.260 0.099 0.871

Summary:
* SMILES string: CC.CC
* ΔE to the lowest compared entry with this formula, charge and spin: 194.5 kJ/mol
* highest occupied orbital energy: -11.3 eV
* total energy: -4340.5124 eV

[13]
DFT (wB97M-V/def2-TZVPD) results for a 2-piece molecular cluster, C4H12 overall in a non-equilibrium geometry.

Geometry (Å):
C 2.439 -0.216 -0.522
C 2.095 -0.995 0.723
H 3.297 -0.666 -1.033
H 1.650 -0.136 -1.278
H 2.802 0.769 -0.222
H 1.366 -0.544 1.405
H 2.940 -1.001 1.419
H 1.754 -2.025 0.597
C -1.617 0.951 -0.219
C -2.960 0.259 -0.050
H -0.897 0.292 -0.711
H -1.627 1.861 -0.825
H -1.262 1.290 0.749
H -2.938 -0.435 0.798
H -3.228 -0.328 -0.940
H -3.812 0.922 0.107

Summary:
* SMILES string: CC.CC
* ΔE to the lowest compared entry with this formula, charge and spin: 19.8 kJ/mol
* highest occupied orbital energy: -11.5 eV
* total energy: -4342.3230 eV

[14]
DFT (wB97M-V/def2-TZVPD) results for a 2-piece molecular cluster, C4H12 overall in a non-equilibrium geometry.

Geometry (Å):
C 1.069 1.354 -1.197
C 0.362 1.069 -2.523
H 1.738 0.523 -0.988
H 1.729 2.227 -1.323
H 0.424 1.670 -0.376
H 1.061 1.075 -3.352
H -0.108 0.091 -2.500
H -0.409 1.819 -2.725
C -0.708 -0.988 1.135
C -0.784 -1.433 2.614
H -0.772 0.093 1.004
H 0.253 -1.336 0.746
H -1.434 -1.551 0.539
H 0.203 -1.502 3.055
H -1.341 -0.719 3.213
H -1.284 -2.393 2.677

Summary:
* SMILES string: CC.CC
* ΔE to the lowest compared entry with this formula, charge and spin: 22.0 kJ/mol
* highest occupied orbital energy: -11.6 eV
* total energy: -4342.3006 eV

[15]
DFT (wB97M-V/def2-TZVPD) results for a 2-piece molecular cluster, C4H12 overall in a non-equilibrium geometry.

Geometry (Å):
C -1.047 -0.969 0.896
C -2.477 -0.680 1.445
H -0.298 -0.468 1.544
H -0.831 -1.954 0.772
H -1.025 -0.451 -0.164
H -3.151 -1.593 1.587
H -2.911 0.012 0.691
H -2.410 -0.091 2.372
C 0.973 0.692 -1.368
C 2.468 0.686 -0.973
H 0.512 1.535 -0.645
H 0.874 1.039 -2.453
H 0.421 -0.140 -1.140
H 3.041 1.473 -1.605
H 3.153 -0.142 -1.000
H 2.706 1.050 0.041

Summary:
* SMILES string: CC.CC
* ΔE to the lowest compared entry with this formula, charge and spin: 130.8 kJ/mol
* highest occupied orbital energy: -11.3 eV
* total energy: -4341.1723 eV

[16]
DFT (wB97M-V/def2-TZVPD) results for a 2-piece molecular cluster, C4H12 overall in a non-equilibrium geometry.

Geometry (Å):
C -0.024 0.329 2.760
C 0.193 0.376 1.306
H 0.881 0.803 3.145
H -0.887 0.848 3.161
H 0.063 -0.777 3.139
H -0.535 0.853 0.688
H 1.266 0.570 0.984
H 0.025 -0.685 0.793
C 0.324 0.284 -1.867
C -0.534 -0.934 -2.181
H -0.175 1.172 -1.466
H 1.179 0.042 -1.041
H 0.719 0.546 -2.777
H -1.455 -0.714 -2.747
H 0.253 -1.527 -2.641
H -1.085 -1.459 -1.341

Summary:
* SMILES string: CC.CC
* ΔE to the lowest compared entry with this formula, charge and spin: 146.9 kJ/mol
* highest occupied orbital energy: -10.8 eV
* total energy: -4341.0062 eV

[17]
DFT (wB97M-V/def2-TZVPD) results for a 2-piece molecular cluster, C4H12 overall.

Geometry (Å):
C 0.675 1.422 -0.745
C 1.400 2.700 -0.341
H -0.173 1.623 -1.401
H 1.361 0.715 -1.220
H 0.281 0.898 0.122
H 1.758 3.249 -1.215
H 2.248 2.498 0.311
H 0.712 3.386 0.155
C -1.153 -1.311 0.558
C -0.919 -2.810 0.523
H -2.197 -1.124 0.834
H -0.555 -0.796 1.309
H -0.988 -0.789 -0.381
H -1.328 -3.277 1.418
H 0.154 -3.028 0.481
H -1.295 -3.319 -0.363

Summary:
* SMILES string: CC.CC
* ΔE to the lowest compared entry with this formula, charge and spin: 11.1 kJ/mol
* highest occupied orbital energy: -11.6 eV
* total energy: -4342.4132 eV

[18]
DFT (wB97M-V/def2-TZVPD) results for a 2-piece molecular cluster, C4H12 overall in a non-equilibrium geometry.

Geometry (Å):
C 2.107 1.061 -1.127
C 1.912 0.792 0.375
H 2.759 0.316 -1.581
H 1.144 0.894 -1.610
H 2.490 2.058 -1.316
H 1.525 1.710 0.835
H 2.821 0.808 0.994
H 1.296 -0.081 0.520
C -2.719 -1.212 0.323
C -1.243 -0.690 0.458
H -2.887 -1.421 -0.734
H -2.888 -2.013 1.036
H -3.466 -0.447 0.542
H -0.936 -0.326 -0.521
H -0.667 -1.588 0.651
H -1.246 0.139 1.155

Summary:
* SMILES string: CC.CC
* ΔE to the lowest compared entry with this formula, charge and spin: 53.2 kJ/mol
* highest occupied orbital energy: -11.3 eV
* total energy: -4341.9766 eV

[19]
DFT (wB97M-V/def2-TZVPD) results for a 2-piece molecular cluster, C4H12 overall in a non-equilibrium geometry.

Geometry (Å):
C -2.710 0.562 0.227
C -2.238 -0.229 1.439
H -1.927 1.057 -0.341
H -3.098 -0.115 -0.535
H -3.385 1.364 0.501
H -2.882 -1.093 1.607
H -1.284 -0.745 1.290
H -2.307 0.360 2.355
C 2.288 -0.859 -1.041
C 2.648 0.553 -0.631
H 1.667 -1.086 -1.920
H 3.137 -1.527 -1.106
H 1.572 -1.333 -0.349
H 3.496 0.878 -1.243
H 2.982 0.577 0.404
H 1.836 1.245 -0.765

Summary:
* SMILES string: CC.CC
* ΔE to the lowest compared entry with this formula, charge and spin: 42.3 kJ/mol
* highest occupied orbital energy: -11.4 eV
* total energy: -4342.0901 eV

[20]
DFT (wB97M-V/def2-TZVPD) results for a 2-piece molecular cluster, C4H12 overall in a non-equilibrium geometry.

Geometry (Å):
C 2.317 -0.388 -1.741
C 0.845 -0.455 -1.425
H 2.468 0.392 -2.381
H 2.953 -0.503 -0.909
H 2.598 -1.237 -2.459
H 0.663 0.038 -0.504
H 0.215 -0.005 -2.224
H 0.557 -1.437 -1.225
C -1.439 -0.021 1.021
C -1.613 0.911 2.294
H -2.321 0.158 0.392
H -0.602 0.236 0.350
H -1.493 -1.010 1.378
H -1.038 1.791 2.062
H -1.462 0.275 3.152
H -2.648 1.257 2.220

Summary:
* SMILES string: CC.CC
* ΔE to the lowest compared entry with this formula, charge and spin: 112.3 kJ/mol
* highest occupied orbital energy: -11.1 eV
* total energy: -4341.3646 eV